No. 1
{"formula": "C17H23N5O", "method": "wB97M-V/def2-TZVPD", "elements": ["N", "C", "C", "C", "C", "C", "H", "H", "H", "H", "C", "H", "H", "H", "C", "N", "N", "C", "C", "C", "H", "H", "N", "H", "H", "H", "O", "H", "H", "H", "C", "H", "H", "H", "H", "C", "H", "N", "C", "C", "C", "C", "C", "H", "H", "H"], "coordinates": [[-0.9202, 1.2494, -2.0734], [2.4709, -2.0538, -0.5730], [-1.2951, 1.7024, 2.6165], [0.6782, 3.2422, 2.4189], [-2.7054, 0.1187, -3.2846], [-0.6023, 3.0365, 2.6581], [2.0898, -4.6712, 1.3511], [0.8475, -1.7341, 2.9044], [-2.7056, -0.7330, -2.5848], [-1.6033, 2.6248, -0.6748], [0.7601, -0.3999, -1.3872], [1.3506, 2.4402, 2.1616], [-3.3082, 0.8363, -0.8399], [-1.8736, 3.0524, -2.3914], [3.2249, -2.4207, 0.7102], [-0.6017, 0.8176, 0.1465], [1.7169, -0.9345, -3.6910], [0.0032, 0.2255, 1.1660], [-1.8897, 2.2443, -1.6535], [-0.2725, 0.5258, -1.1107], [2.3267, -0.7829, 2.6691], [-1.8414, 1.5502, 3.5542], [-0.4252, 0.5716, 2.4136], [-1.2570, 3.8625, 2.9023], [0.6920, -3.6656, 0.9072], [-0.5868, -0.0664, -3.6785], [-3.6412, 1.0844, -2.8642], [-2.0176, 1.7067, 1.7949], [-1.2697, 1.5182, -4.0935], [1.1116, 4.2264, 2.4569], [1.2518, -0.6746, -2.6697], [-3.0373, -0.2215, -4.2666], [-4.0461, 2.3760, -1.3782], [3.8855, -1.5962, 0.9947], [3.8413, -3.3070, 0.5432], [1.3856, -1.0510, -0.3006], [0.1958, 0.3578, 3.1775], [2.3490, -2.6724, 1.8373], [1.6189, -1.4664, 2.1762], [0.9914, -0.7682, 0.9910], [-1.2869, 0.7028, -3.3631], [1.4833, -3.8193, 1.6539], [-3.2892, 1.6246, -1.6079], [1.0121, -4.0545, 2.6088], [3.1668, -1.6540, -1.3139], [2.0218, -2.9500, -1.0135]], "atomic_forces_ev_per_a": [[0.03, 0.14, 0.02], [0.16, -0.10, 0.29], [-0.14, 0.09, 0.03], [0.11, 0.08, -0.02], [0.33, -0.04, -0.15], [-0.19, -0.17, 0.01], [-0.02, -0.08, -0.01], [0.03, 0.05, 0.03], [0.00, 0.04, -0.07], [-0.09, 0.09, -0.14], [-0.43, 0.09, 0.93], [0.08, -0.22, -0.05], [-0.02, 0.07, -0.03], [-0.02, -0.02, 0.05], [0.02, 0.01, -0.16], [-0.06, 0.01, 0.17], [0.03, -0.03, -0.14], [0.06, -0.30, -0.55], [-0.38, 0.11, 0.17], [0.38, -0.05, 0.08], [-0.13, -0.01, 0.08], [-0.01, 0.02, -0.14], [0.20, -0.04, 0.25], [-0.02, 0.18, 0.02], [-0.03, -0.04, -0.04], [-0.15, 0.13, -0.10], [-0.13, 0.06, -0.09], [-0.03, 0.00, 0.20], [0.04, -0.11, 0.00], [0.02, 0.22, 0.03], [0.41, -0.09, -0.69], [0.07, -0.05, 0.05], [0.06, -0.03, 0.07], [0.05, -0.04, -0.05], [0.04, 0.08, -0.01], [-0.27, 0.15, 0.02], [-0.03, -0.07, -0.05], [0.03, 0.05, 0.13], [0.13, 0.08, 0.07], [0.13, -0.07, -0.02], [-0.34, -0.37, -0.27], [-0.05, 0.03, 0.04], [0.22, 0.22, 0.16], [-0.05, -0.07, -0.03], [-0.06, -0.06, -0.03], [0.02, 0.06, -0.07]], "mulliken_charge": [-0.018, -1.133, -0.649, -0.766, -0.617, -0.091, 0.299, 0.544, 0.316, 0.392, 0.673, 0.210, 0.330, 0.338, -1.281, -0.005, -0.654, -1.893, -0.621, -0.009, 0.274, 0.437, -0.183, 0.346, 0.366, 0.187, -0.426, 0.220, 0.315, 0.292, -0.402, 0.395, 0.380, 0.373, 0.418, 1.420, 0.355, 0.047, -1.732, 2.334, -0.567, -0.939, -0.522, 0.301, 0.587, 0.359], "e_homo_ev": -7.7638, "total_charge": 0, "smiles": "C=CCNc1nc(N2CCOCC2)c(C#N)c2c1CN(C)CC2", "e_above_lowest_kj_mol": 98.3, "orbital_gap_ha": 0.30836}



No. 2
{"formula": "C17H23NO4", "method": "wB97M-V/def2-TZVPD", "elements": ["C", "H", "H", "H", "C", "H", "O", "C", "O", "C", "C", "C", "O", "H", "H", "H", "C", "C", "H", "H", "H", "H", "C", "H", "C", "H", "H", "C", "H", "H", "C", "O", "H", "N", "H", "H", "C", "H", "H", "C", "H", "C", "C", "C", "H"], "coordinates": [[2.0875, 3.8219, -1.6401], [-0.3520, -2.1222, 1.1990], [-4.2828, -1.1518, 1.1265], [-0.1993, -3.4171, 2.3813], [3.5654, -1.2396, 2.2403], [-0.2058, 0.9201, 3.2633], [-3.9511, -0.9901, -3.3383], [-2.4280, -0.3193, 0.4179], [1.4760, 1.9298, -0.2281], [0.3830, 0.7585, 2.3548], [-1.6437, 0.0360, -0.6898], [-2.1075, -0.1652, -1.9862], [0.7848, 0.9440, -2.1277], [2.7459, 0.5777, 1.4652], [3.8330, -0.8511, 3.2193], [3.3046, 2.7643, -0.1888], [0.7013, -1.5777, 3.0334], [2.4000, -0.4382, 1.6682], [-1.4794, 0.1127, -2.8150], [-3.8856, -0.9656, -5.3363], [0.9643, 1.6566, 2.1403], [-2.2974, -1.2251, -4.5707], [-0.5715, 0.5008, 1.2297], [-3.0329, 0.4013, -4.5749], [2.5444, 2.5482, -0.9431], [-5.1068, -1.5132, -1.1971], [-0.1897, -1.3252, 3.6127], [-3.6870, -0.8813, 0.2702], [4.4252, -1.1518, 1.5805], [1.4045, -2.0722, 3.7120], [-3.2395, -0.6716, -4.5106], [-1.7648, -0.0340, 1.5699], [1.1912, -2.9438, 1.4098], [1.3117, -0.3260, 2.6199], [2.9368, 4.3005, -2.1193], [2.9388, 1.8372, -1.6768], [-4.1372, -1.0784, -1.0151], [3.3185, -2.2928, 2.3391], [1.6502, 4.5089, -0.9193], [0.3134, -2.5704, 1.9310], [2.0834, -0.8760, 0.7072], [-0.4325, 0.5841, -0.1366], [0.6500, 1.1424, -0.9429], [-3.3634, -0.7283, -2.1381], [1.3442, 3.5827, -2.3965]], "atomic_forces_ev_per_a": [[-0.06, -0.35, 0.21], [-0.09, 0.00, -0.13], [-0.11, -0.05, 0.09], [-0.04, -0.11, 0.01], [-0.23, 0.13, -0.17], [0.01, 0.09, -0.09], [-0.15, -0.07, 0.22], [0.16, 0.02, -1.24], [-0.25, -0.02, 0.16], [-0.07, -0.06, 0.16], [-0.33, -0.21, 0.63], [-0.15, -0.06, -0.24], [-0.07, 0.03, 0.06], [-0.04, -0.08, -0.06], [0.05, 0.02, 0.11], [-0.08, -0.07, -0.08], [0.03, -0.24, 0.05], [0.21, 0.00, 0.15], [0.02, -0.01, -0.13], [0.08, 0.04, 0.02], [-0.14, -0.06, 0.03], [-0.02, 0.03, 0.01], [0.52, 0.30, -0.70], [0.01, -0.03, 0.01], [0.34, 0.17, -0.43], [-0.12, -0.06, 0.00], [0.07, -0.03, 0.07], [0.19, 0.09, 0.21], [0.10, -0.06, -0.05], [-0.13, -0.04, 0.03], [0.09, 0.04, -0.15], [0.02, -0.02, 0.44], [0.07, -0.07, -0.09], [0.02, 0.20, 0.01], [0.09, 0.08, -0.06], [0.01, 0.11, 0.18], [0.02, 0.01, -0.17], [0.02, -0.15, 0.03], [-0.01, 0.10, 0.04], [0.06, 0.25, 0.17], [0.02, 0.07, -0.01], [-0.37, -0.08, 0.61], [0.20, 0.07, 0.00], [0.04, 0.04, 0.17], [-0.03, 0.02, -0.07]], "mulliken_charge": [-1.177, 0.098, 0.458, 0.421, -1.553, 0.453, -0.479, -0.578, -0.094, -1.950, 0.330, 0.141, -0.667, 0.219, 0.335, 0.347, -0.820, 0.029, 0.692, 0.230, 0.615, 0.316, 0.642, 0.312, -0.357, 0.437, 0.389, -1.249, 0.468, 0.412, -0.774, -0.417, 0.273, 0.263, 0.387, 0.357, -0.556, 0.302, 0.296, -0.845, 0.226, 0.880, 0.309, 0.581, 0.299], "e_homo_ev": -8.1354, "total_charge": 0, "smiles": "CCOC(=O)c1c(CN(CC)CC)oc2ccc(OC)cc12", "e_above_lowest_kj_mol": 221.8, "orbital_gap_ha": 0.32863}



No. 3
{"formula": "C17H23NO4", "method": "wB97M-V/def2-TZVPD", "elements": ["C", "O", "C", "H", "H", "H", "N", "O", "C", "H", "H", "H", "C", "H", "C", "H", "H", "C", "H", "C", "H", "H", "H", "C", "H", "O", "H", "H", "C", "C", "H", "C", "H", "C", "O", "H", "C", "H", "C", "H", "C", "C", "C", "H", "H"], "coordinates": [[-0.9790, -2.2452, 0.5562], [1.8940, -1.7099, 0.4579], [-2.2969, 0.8805, 2.0042], [0.4513, -3.8522, 0.4891], [-2.8686, 1.3579, 2.7999], [-0.4008, -3.5694, -1.0458], [-2.7852, -0.6486, 0.1565], [-1.5942, -1.3766, -1.6010], [3.1259, -0.1316, -0.9290], [5.0639, 2.4266, 0.1467], [2.8064, -0.5865, -1.8541], [-4.0772, -0.3334, 1.7164], [-3.5145, 0.2949, -0.6713], [-4.5610, -0.0229, -0.7454], [-0.9100, 1.4583, 0.0096], [4.2773, 1.3557, -1.9332], [0.8145, -1.4045, -1.2801], [3.1699, -0.0374, 1.4708], [-0.0766, 0.5532, -2.5263], [-2.9957, -0.4209, 1.5662], [2.8446, -0.4442, 2.4153], [-1.2946, 0.6680, 2.3784], [-0.4583, -1.5898, 1.2571], [-1.7892, -1.3867, -0.3977], [4.3514, 1.5130, 2.3310], [-0.9798, 1.8842, -1.2485], [1.9040, -2.8196, -1.2870], [-3.0700, 0.2550, -1.6673], [2.7110, -0.6397, 0.2979], [3.9668, 0.9688, -0.9726], [-2.0374, 2.8475, 1.1350], [-3.4213, 1.7113, -0.0809], [-4.2935, 1.9283, 0.5387], [4.0092, 1.0543, 1.4146], [0.0438, 0.8985, 0.4844], [-3.3852, 2.4445, -0.8849], [4.4102, 1.5683, 0.1907], [0.1191, 2.2917, -2.8982], [-2.1705, 1.8151, 0.7952], [-1.6556, -2.8990, 1.1104], [0.0602, -3.0873, -0.1832], [0.1034, 1.5457, -2.1070], [1.2158, -2.2211, -0.6730], [1.0437, 1.5461, -1.5513], [-2.6445, -1.2657, 2.1548]], "atomic_forces_ev_per_a": [[0.23, -0.20, -0.27], [0.01, 0.05, 0.24], [0.09, 0.00, -0.05], [0.00, -0.05, -0.02], [-0.01, 0.04, 0.02], [0.06, -0.04, 0.02], [-0.22, 0.14, -0.13], [0.22, -0.10, -0.33], [-0.19, -0.31, -0.04], [0.05, 0.06, 0.00], [-0.05, -0.07, -0.05], [0.07, -0.09, 0.04], [-0.19, 0.05, -0.42], [0.06, 0.03, -0.04], [-0.16, 0.25, 0.39], [0.03, 0.02, -0.06], [0.10, -0.05, 0.05], [-0.11, -0.17, -0.08], [0.03, 0.06, 0.04], [0.12, 0.02, 0.36], [-0.06, -0.05, 0.11], [-0.08, 0.01, 0.06], [-0.11, 0.00, 0.14], [-0.13, -0.30, 0.32], [0.02, 0.02, 0.08], [-0.34, 0.19, -0.07], [-0.04, 0.12, 0.06], [-0.13, 0.03, 0.17], [0.24, 0.19, 0.08], [0.08, 0.10, 0.05], [0.03, -0.06, -0.04], [0.08, 0.02, 0.04], [-0.01, 0.06, 0.01], [-0.03, -0.03, 0.03], [0.17, -0.16, -0.09], [-0.09, -0.01, 0.03], [0.09, 0.16, -0.11], [-0.03, -0.02, 0.04], [0.02, -0.04, 0.00], [-0.01, 0.09, 0.08], [0.14, 0.42, 0.03], [0.47, -0.17, -0.13], [-0.20, -0.28, -0.38], [-0.11, 0.03, -0.12], [-0.09, 0.02, -0.02]], "mulliken_charge": [-0.787, -0.386, -0.852, 0.435, 0.464, 0.446, 0.093, -0.696, -0.337, 0.401, 0.447, 0.386, -0.911, 0.365, 0.418, 0.388, 0.037, -0.405, 0.236, -0.882, 0.415, 0.317, 0.470, 0.719, 0.375, -0.348, 0.454, 0.380, 0.545, -0.548, 0.530, -0.942, 0.437, -0.514, -0.465, 0.446, -0.526, 0.335, 0.159, 0.472, -1.357, -0.608, -0.174, 0.206, 0.361], "e_homo_ev": -8.1871, "total_charge": 0, "smiles": "COC(=O)C1CCN(C(=O)CCCOc2ccccc2)CC1", "e_above_lowest_kj_mol": 119.8, "orbital_gap_ha": 0.32988}



No. 4
{"formula": "C17H23NO5", "method": "wB97M-V/def2-TZVPD", "elements": ["H", "C", "O", "C", "H", "H", "H", "H", "H", "C", "C", "O", "H", "H", "C", "C", "H", "H", "H", "C", "C", "H", "H", "H", "O", "H", "H", "C", "H", "C", "C", "C", "H", "N", "C", "H", "H", "C", "H", "O", "O", "C", "H", "H", "C", "C"], "coordinates": [[7.1383, -1.3654, -0.5352], [-1.9015, -1.7993, 0.2329], [-3.9106, 1.7766, 1.4697], [1.4622, 2.1767, 0.4750], [1.1199, -3.4204, 0.7599], [-1.6932, -1.5908, -0.8159], [-2.5468, -2.6795, 0.2771], [-0.7731, -2.3638, 1.9811], [-3.0888, 1.9692, -2.3803], [2.7878, 1.9540, 0.7714], [1.5138, 0.3765, -1.1268], [-1.0711, 0.1396, -2.3375], [1.0129, -0.2297, -1.8622], [-2.8411, -0.8629, 1.9160], [-2.6142, -0.6122, 0.8758], [-3.9279, -0.2389, 0.1801], [0.9189, 2.9622, 0.9822], [-0.4118, -4.1466, 0.2672], [-1.9471, 0.2489, 0.8924], [3.4923, 0.9382, 0.1263], [0.8103, 1.3909, -0.4784], [3.3821, -0.6339, -1.3214], [0.3851, -2.9716, -0.7800], [-4.4535, 2.4006, 1.9778], [5.4812, -0.2675, -0.2096], [-2.9679, 2.1873, -0.6272], [-4.7846, 0.5510, -1.6157], [-1.4007, 1.0041, -1.5582], [0.0426, -1.2011, 0.9338], [0.1758, -3.2312, 0.2549], [2.8409, 0.1541, -0.8227], [-3.7866, 0.2766, -1.2669], [6.9792, -0.7420, 1.1372], [-0.5390, 1.6493, -0.7152], [6.8480, -0.5154, 0.0769], [3.3021, 2.5555, 1.5053], [7.4527, 0.3599, -0.1703], [-2.8422, 1.4721, -1.4389], [-4.5728, -1.1234, 0.1382], [-5.8756, 0.7826, 1.1685], [5.5143, 1.3941, 1.2956], [-0.5802, -2.0994, 0.9385], [-0.9299, 2.3795, -0.1345], [-3.4249, -0.5353, -1.8991], [4.9135, 0.7368, 0.4794], [-4.6889, 0.7940, 0.9830]], "atomic_forces_ev_per_a": [[-0.03, 0.04, 0.02], [0.15, 0.23, 0.30], [0.56, 0.39, 0.23], [-0.07, -0.05, -0.08], [0.12, -0.10, -0.01], [-0.04, -0.06, -0.08], [-0.05, -0.08, -0.05], [0.02, 0.07, 0.07], [0.07, 0.03, 0.03], [0.15, -0.16, -0.07], [-0.21, -0.09, -0.16], [0.09, -0.21, -0.17], [0.00, 0.00, -0.02], [0.06, 0.07, 0.05], [-0.14, -0.24, -0.23], [0.10, 0.11, 0.08], [-0.05, 0.08, 0.05], [-0.03, -0.14, -0.04], [0.02, 0.02, 0.11], [-0.25, 0.01, -0.09], [0.41, -0.16, -0.01], [0.02, -0.06, -0.06], [0.05, -0.02, -0.15], [-0.15, -0.23, -0.14], [-0.39, -0.01, -0.15], [0.01, 0.06, -0.08], [0.04, -0.05, -0.05], [-0.33, 0.42, 0.12], [-0.01, 0.06, 0.07], [-0.02, 0.18, 0.21], [0.19, 0.21, 0.27], [0.00, 0.02, 0.10], [0.02, 0.00, -0.11], [-0.01, 0.39, 0.23], [0.37, 0.07, 0.21], [0.03, 0.05, 0.06], [-0.03, -0.10, 0.02], [-0.04, -0.22, -0.16], [-0.01, 0.17, 0.08], [-0.18, 0.01, 0.02], [-0.04, -0.08, -0.09], [-0.12, -0.17, -0.25], [-0.06, -0.21, -0.15], [-0.07, 0.02, -0.04], [0.29, 0.08, 0.17], [-0.45, -0.35, -0.06]], "mulliken_charge": [0.227, -0.652, -0.412, -0.444, 0.399, 0.281, 0.496, 0.378, 0.317, -1.004, -0.411, -0.644, 0.561, 0.779, -1.038, 0.660, 0.389, 0.380, 0.063, 0.159, 0.838, 0.451, 0.300, 0.330, -0.302, 0.281, 0.493, 0.341, 0.156, -1.452, -0.854, -1.233, 0.293, -0.070, -0.660, 0.454, 0.292, -0.467, 0.553, -0.597, -0.623, -0.227, 0.170, 0.452, 0.637, -0.042], "e_homo_ev": -8.8775, "total_charge": 0, "smiles": "CCCC[C@H](CCC(=O)Nc1ccc(C(=O)OC)cc1)C(=O)O", "e_above_lowest_kj_mol": 30.1, "orbital_gap_ha": 0.33904}



| no. | E_LUMO (eV) |
| --- | --- |
| 1 | 0.63 |
| 2 | 0.81 |
| 3 | 0.79 |
| 4 | 0.35 |